Record 1
This record from the Open Molecules 2025 dataset describes an isolated molecule of C2H4N2O. The level of theory is ωB97M-V with the def2-TZVPD basis set.

Properties
Total energy (hartree): -263.3472
E_HOMO (eV): -10.1
Total charge: 0
HOMO-LUMO gap (eV): 10.946
LUMO energy (eV): 0.894
2S+1: 1

Last column: natural (NBO) charge in e.
Cartesian coordinates (Å):
O -0.223 1.644 -2.157  -0.55
N -0.044 -0.424 1.853  -0.70
N -0.128 0.558 -0.097  -0.64
C -0.044 0.670 -1.470  0.54
C 0.096 -0.605 0.605  0.28
H -0.340 1.187 0.691  0.44
H 0.229 -0.315 -1.905  0.10
H 0.355 -1.500 0.026  0.17
H 0.099 -1.215 2.454  0.36


Record 2
This record from the Open Molecules 2025 dataset describes C43H58AsClLiN4O3S2Si as an isolated structure. The level of theory is ωB97M-V with the def2-TZVPD basis set.

Properties
Total energy (hartree): -5907.4990
E_HOMO (eV): -2.7
Total charge: -1
HOMO-LUMO gap (eV): 3.907
LUMO energy (eV): 1.203
2S+1: 1

Last column: Löwdin charge in e.
Cartesian coordinates (Å):
As 1.301 -0.991 -3.525  1.10
Cl 2.907 -5.860 -0.995  0.50
S 6.133 0.171 5.887  0.96
S 0.865 1.993 0.637  0.97
Si -2.697 -0.828 0.825  0.82
O 2.340 -3.054 -1.579  -0.10
O 0.608 1.246 -0.654  -0.55
O 0.658 -2.967 -0.147  -0.13
N 6.270 -0.487 4.410  -0.23
N 4.501 0.337 6.005  -0.21
N 2.899 -1.121 0.946  0.13
N 1.052 -0.713 2.746  0.11
C 0.063 -0.611 3.576  -0.13
C 2.605 -0.209 4.504  -0.09
C -2.671 4.453 -1.615  -0.10
C 5.206 -1.426 0.309  -0.02
C -3.659 -0.315 3.625  -0.11
C -4.898 -2.899 1.223  -0.13
C 0.058 -2.470 -3.582  -0.34
C 5.020 -0.514 3.903  -0.29
C 0.640 0.217 -4.982  -0.34
C 3.818 -1.326 0.023  -0.10
C -3.085 -0.260 -0.992  -0.67
C 1.311 -5.079 -0.657  -0.46
C -2.232 4.185 -2.890  -0.10
C -2.910 -3.617 -0.120  -0.11
C 4.560 4.255 -2.040  -0.09
C 4.028 -0.097 4.844  -0.31
C 0.275 -0.145 4.875  -0.03
C -3.009 1.202 -1.070  -0.16
C 0.508 3.812 0.346  -0.27
C 1.543 0.146 5.341  0.00
C -2.947 1.617 2.295  -0.13
C -4.498 -0.754 -1.415  -0.09
C -2.733 -3.317 2.306  -0.13
C -1.807 4.356 -0.505  -0.03
C -0.872 3.872 -3.067  -0.06
C -2.042 -0.818 -1.984  -0.13
C 2.711 2.260 0.694  -0.27
C 3.212 1.855 -1.711  -0.06
C 1.518 -3.543 -0.831  -0.82
C 3.320 2.704 -0.599  -0.28
C 2.296 -0.547 3.183  -0.16
C 3.981 3.928 -0.789  -0.05
C 5.674 -1.263 1.601  0.01
C -3.639 0.233 2.183  -0.64
C 3.809 2.182 -2.927  -0.08
C -0.004 3.748 -2.003  -0.04
C 4.700 -0.885 2.546  -0.10
C 4.423 3.395 -3.119  -0.12
C 2.771 -1.760 -4.562  -0.34
C 3.332 -0.889 2.193  -0.16
C -0.459 4.036 -0.715  -0.30
C -5.094 0.568 1.860  -0.13
C -3.416 -2.708 1.020  -0.62
Li 0.259 -1.156 0.424  0.47
H -0.896 -0.728 3.140  0.03
H -2.023 1.512 2.841  0.05
H -0.821 -2.318 -4.224  0.03
H -3.384 1.556 -2.052  0.08
H 0.570 -5.463 -1.351  0.07
H 5.143 5.196 -2.212  0.11
H 5.832 -1.714 -0.538  0.11
H 3.055 -2.707 -4.118  0.01
H -1.825 -3.643 -0.206  0.06
H -2.697 2.013 1.286  0.04
H 0.921 -5.328 0.314  0.06
H -5.564 1.167 2.643  0.07
H -5.184 1.088 0.943  0.04
H 0.040 -0.343 -5.731  0.01
H -2.143 4.531 0.474  0.09
H -5.230 -0.415 -0.657  0.07
H 4.116 4.573 0.077  0.11
H -0.483 3.676 -4.075  0.10
H 1.818 0.537 6.311  0.11
H 2.532 -1.929 -5.601  0.01
H -1.029 -0.550 -1.768  0.02
H 3.133 1.298 0.991  0.06
H 2.744 0.851 -1.628  0.07
H -4.094 0.409 4.322  0.08
H -4.591 -1.826 -1.500  0.05
H -1.953 1.557 -1.077  0.08
H -5.046 -3.962 1.322  0.06
H -2.843 -4.380 2.323  0.05
H -0.356 -2.738 -2.588  0.00
H -5.671 -0.369 1.771  0.07
H -2.322 -0.509 -2.992  0.08
H -4.267 -1.239 3.628  0.06
H 6.714 -1.272 1.845  0.11
H 0.177 4.298 1.235  0.09
H -2.110 -1.930 -2.099  0.06
H -5.547 -2.570 0.381  0.08
H -0.584 -0.013 5.541  0.11
H -2.904 4.281 -3.727  0.10
H -3.572 1.834 -0.329  0.07
H -3.646 2.377 2.738  0.09
H 3.654 -1.093 -4.441  0.01
H 2.914 2.992 1.494  0.10
H -4.605 -0.256 -2.372  0.06
H -3.298 -4.643 0.097  0.08
H -0.068 1.020 -4.695  0.00
H -1.664 -3.089 2.378  0.06
H 3.754 1.500 -3.786  0.10
H -3.224 -2.995 3.227  0.05
H -2.708 -0.557 4.009  0.03
H 4.947 3.606 -4.052  0.10
H 1.459 0.729 -5.500  0.00
H -3.703 4.759 -1.454  0.10
H -3.345 -3.296 -1.055  0.04
H 0.670 -3.324 -3.854  0.02
H 3.510 -1.541 -1.000  0.09
H 1.437 4.304 0.015  0.09
H 0.996 3.428 -2.092  0.09
H -5.240 -2.495 2.172  0.05